# C7H8

The molecule C7H8 (the ωB97M-V functional and the def2-TZVPD basis, OMol25).

Geometry as XYZ:
```
15
Properties=species:S:1:pos:R:3:nbo_charge:R:1
C 0.005 -1.416 0.722 -0.605
C -0.634 -0.031 0.625 -0.203
C 0.398 1.077 0.332 -0.478
C 1.301 0.855 -0.803 -0.006
C 2.105 0.729 -1.692 -0.238
C -1.690 -0.140 -1.637 0.258
C -1.807 0.004 -0.347 -0.610
H 0.575 -1.647 -0.183 0.225
H 0.682 -1.451 1.581 0.210
H -0.759 -2.187 0.849 0.219
H -1.051 0.215 1.603 0.218
H -0.132 2.019 0.169 0.243
H 1.014 1.207 1.228 0.235
H 2.821 0.623 -2.478 0.241
H -2.827 0.142 0.030 0.291
```

Computed properties:
Frontier orbital gap: 9.756 eV
Molecular weight: 92.1 g mol⁻¹
Largest force on an atom: 0.8 eV/Å
Energy relative to the best compared isomer or geometry (same formula, charge and spin): 133.7 kcal/mol
Highest occupied orbital energy: -10.01 eV


# C6H24O9Sr

A structure of composition C6H24O9Sr at a distorted geometry (the ωB97M-V functional and the def2-TZVPD basis, OMol25).

Geometry as XYZ:
```
40
Properties=species:S:1:pos:R:3:nbo_charge:R:1
Sr 0.121 0.617 -0.907 1.844
O 1.722 2.233 -0.185 -0.994
H 1.508 3.078 0.211 0.510
H 2.666 2.273 -0.338 0.507
O 0.198 2.004 -3.105 -0.990
H 0.652 1.780 -3.917 0.507
H -0.387 2.722 -3.346 0.502
O -0.520 -1.180 -2.565 -0.984
H -0.495 -0.959 -3.496 0.502
H -0.228 -2.091 -2.526 0.503
C -1.899 2.108 1.444 -0.081
C -2.068 2.834 0.091 -0.104
O -1.988 1.853 -0.994 -0.795
O -0.713 1.368 1.350 -0.818
H -2.702 1.383 1.581 0.180
H -1.909 2.837 2.254 0.207
H -1.269 3.574 0.044 0.179
H -3.075 3.250 0.086 0.220
H -2.380 2.303 -1.747 0.502
H -0.596 0.657 1.984 0.529
C 2.917 -1.587 -0.969 -0.112
C 2.814 -1.510 0.602 -0.102
O 1.553 -0.875 0.854 -0.777
O 2.510 -0.386 -1.769 -0.773
H 2.489 -2.516 -1.344 0.198
H 3.991 -1.710 -1.109 0.202
H 3.658 -0.925 0.966 0.187
H 2.864 -2.531 0.982 0.206
H 1.441 -1.120 1.775 0.508
H 3.349 0.079 -1.803 0.494
C -1.488 -2.144 2.284 -0.097
C -1.275 -2.322 0.710 -0.091
O -1.699 -1.179 0.108 -0.747
O -0.703 -0.989 2.705 -0.779
H -1.045 -2.939 2.884 0.201
H -2.569 -2.097 2.411 0.184
H -1.862 -3.168 0.351 0.191
H -0.230 -2.558 0.506 0.184
H -2.645 -1.160 0.274 0.495
H -0.706 -1.007 3.665 0.502
```

Computed properties:
Frontier orbital gap: 11.013 eV
Molecular weight: 327.9 g mol⁻¹
Largest force on an atom: 3.6 eV/Å
Energy relative to the best compared isomer or geometry (same formula, charge and spin): 3.5 kcal/mol
Highest occupied orbital energy: -16.59 eV
Net charge: +2


# C29H40BrN4OScSe5Si

A structure of composition C29H40BrN4OScSe5Si (the ωB97M-V functional and the def2-TZVPD basis, OMol25).

Geometry as XYZ:
```
82
Properties=species:S:1:pos:R:3:mulliken_charge:R:1
Sc 0.082 0.029 0.087 -0.823
Br -6.015 -2.150 4.108 -0.272
C -4.445 -1.400 3.340 -0.175
C -4.239 -0.018 3.421 -0.335
C -3.098 0.539 2.900 -0.802
C -2.166 -0.250 2.201 0.187
O -1.103 0.285 1.677 0.166
C -2.410 -1.641 2.099 0.337
C -1.446 -2.509 1.505 -0.439
N -0.439 -2.163 0.770 0.906
C 0.531 -3.161 0.571 -1.705
C 0.278 -4.442 0.157 0.483
C 1.323 -5.384 0.100 -1.012
C 2.589 -5.057 0.499 -0.828
C 2.876 -3.741 0.933 1.553
C 4.137 -3.331 1.422 -0.916
C 4.306 -2.041 1.825 -1.032
C 3.240 -1.127 1.681 -0.414
N 2.058 -1.463 1.227 0.342
C 1.854 -2.771 0.906 0.400
C -3.547 -2.207 2.705 -0.789
H -4.986 0.608 3.887 0.402
H -2.932 1.606 2.936 0.395
H -1.541 -3.565 1.774 0.357
H -0.725 -4.715 -0.148 0.532
H 1.109 -6.384 -0.256 0.374
H 3.386 -5.790 0.483 0.391
H 4.948 -4.049 1.469 0.392
H 5.253 -1.685 2.209 0.418
H 3.373 -0.080 1.930 0.492
H -3.715 -3.275 2.634 0.472
Se -3.757 1.488 -0.464 -0.326
Se -5.795 0.814 0.395 -0.667
Se -3.134 -1.152 -3.170 -0.722
Se -2.523 -0.492 -1.033 0.030
N -0.545 2.188 -0.417 -0.236
H -1.182 2.282 -1.202 0.095
H 0.200 2.869 -0.517 0.125
H -1.071 2.421 0.420 0.293
Se 1.524 1.845 1.982 -0.167
C 2.322 3.188 1.027 0.329
N 2.824 4.051 0.439 -0.679
C 1.874 1.255 -5.132 -2.022
C 1.314 1.305 -3.703 2.845
C 1.799 2.624 -3.086 -1.995
C -0.215 1.378 -3.827 -1.231
Si 1.800 -0.187 -2.502 0.590
C 3.740 0.037 -2.113 2.951
C 4.299 -1.296 -1.599 -2.173
C 4.652 0.506 -3.253 -2.042
C 3.907 1.045 -0.969 -1.241
C 1.663 -1.830 -3.607 2.937
C 2.754 -2.044 -4.663 -1.989
C 0.325 -1.869 -4.354 -2.116
C 1.634 -3.047 -2.677 -2.013
H 1.578 2.167 -5.670 0.567
H 1.479 0.409 -5.697 0.299
H 2.963 1.199 -5.158 0.257
H 1.303 3.471 -3.579 0.624
H 2.874 2.763 -3.211 0.319
H 1.599 2.698 -2.016 0.018
H -0.503 2.299 -4.352 0.561
H -0.714 1.373 -2.857 -0.319
H -0.644 0.540 -4.370 0.298
H 4.410 -2.039 -2.387 0.263
H 3.657 -1.729 -0.833 0.080
H 5.292 -1.137 -1.152 0.637
H 4.598 -0.136 -4.133 0.265
H 5.696 0.507 -2.906 0.530
H 4.420 1.526 -3.563 0.359
H 3.273 0.801 -0.113 -0.571
H 3.657 2.064 -1.261 0.461
H 4.951 1.053 -0.621 0.542
H 2.812 -1.208 -5.365 0.230
H 2.514 -2.944 -5.247 0.572
H 3.747 -2.193 -4.239 0.337
H 0.286 -1.158 -5.180 0.418
H -0.533 -1.679 -3.706 0.061
H 0.181 -2.870 -4.786 0.557
H 2.498 -3.116 -2.011 0.122
H 1.595 -3.972 -3.270 0.680
H 0.732 -3.017 -2.066 0.201
```

Computed properties:
Frontier orbital gap: 4.500 eV
Molecular weight: 1008.4 g mol⁻¹
Largest force on an atom: 0.3 eV/Å
Energy relative to the best compared isomer or geometry (same formula, charge and spin): 23.0 kcal/mol
Highest occupied orbital energy: -1.07 eV
Net charge: -2


# C6H8BrNS

The molecule C6H8BrNS at a distorted geometry (the ωB97M-V functional and the def2-TZVPD basis, OMol25).

Geometry as XYZ:
```
17
Properties=species:S:1:pos:R:3:nbo_charge:R:1
C -2.064 -0.863 -0.938 -0.254
C -2.229 -0.653 0.497 -0.221
C -1.099 -0.393 -1.736 -0.018
C -2.216 0.525 1.105 -0.375
C 0.962 0.168 -0.657 0.111
C 3.357 0.713 0.747 -0.743
N -0.016 0.364 -1.384 -0.470
S 2.109 1.428 -0.362 0.318
Br 1.255 -1.605 0.260 -0.080
H -2.851 -1.445 -1.404 0.216
H -2.450 -1.549 1.067 0.207
H -1.152 -0.551 -2.808 0.209
H -2.031 1.439 0.565 0.196
H -2.391 0.619 2.164 0.199
H 3.957 1.558 1.074 0.235
H 3.980 0.002 0.210 0.230
H 2.879 0.243 1.600 0.240
```

Computed properties:
Frontier orbital gap: 8.842 eV
Molecular weight: 206.1 g mol⁻¹
Largest force on an atom: 1.1 eV/Å
Energy relative to the best compared isomer or geometry (same formula, charge and spin): 44.3 kcal/mol
Highest occupied orbital energy: -8.47 eV
Structure (SMILES): C=C/C=C\N=C(/Br)SC